# 1
ORCA calculation (the ωB97M-V functional and the def2-TZVPD basis) on 2 unconnected molecules or ions with the total composition C5H8O2 at a distorted geometry.

Values from the calculation:
ΔE to the lowest compared entry with this formula, charge and spin: 66.0 kcal per mole
gap between HOMO and LUMO: 10.596 eV
calculated total energy: -9406.9712 eV
E_HOMO: -9.86 eV

ORCA input file:
```
! RIJCOSX wB97M-V def2-TZVPD def2/J DEFGRID3
* xyz 0 1
O -1.5518 1.1702 0.9986
C -1.3839 0.0032 0.7155
C -0.0822 -0.5263 0.1827
C 0.9177 -0.4374 1.3753
C 1.8918 0.2372 0.4162
O 3.0743 0.4305 0.4496
C 0.8061 0.4427 -0.6389
H -2.1480 -0.7698 0.9397
H -0.1564 -1.5284 -0.2537
H 0.5437 0.2893 2.1069
H 1.2227 -1.3549 1.8776
H 0.4029 1.4612 -0.6127
H 1.0700 0.1709 -1.6661
H -2.3027 0.6061 -0.8330
H -2.2464 -0.0538 -1.1722
*
```

# 2
ORCA calculation (the ωB97M-V functional and the def2-TZVPD basis) on C5H8O2 in the gas phase at a distorted geometry.

Values from the calculation:
ΔE to the lowest compared entry with this formula, charge and spin: 74.5 kcal per mole
gap between HOMO and LUMO: 10.860 eV
calculated total energy: -9406.6034 eV
E_HOMO: -9.91 eV

ORCA input file:
```
! RIJCOSX wB97M-V def2-TZVPD def2/J DEFGRID3
* xyz 0 1
C 1.4962 0.2650 -1.2779
C 0.9678 -0.2987 -0.0378
O 1.8947 -0.8377 0.6025
C -0.3787 -0.3769 0.5318
O -0.4917 -1.2949 1.5658
C -1.6017 -0.1753 -0.3081
C -1.1668 0.9173 0.6163
H 2.4123 -0.4942 -0.7917
H 0.8256 0.3846 -2.1587
H 2.0409 1.1921 -1.1037
H 0.3748 -1.3175 2.0040
H -2.4452 -0.7867 -0.0048
H -1.4868 -0.0360 -1.3788
H -0.7313 1.8184 0.1945
H -1.7100 1.0406 1.5466
*
```

# 3
ORCA calculation (the ωB97M-V functional and the def2-TZVPD basis) on C5H8O2 in the gas phase.

Values from the calculation:
ΔE to the lowest compared entry with this formula, charge and spin: 57.9 kcal per mole
gap between HOMO and LUMO: 11.086 eV
calculated total energy: -9407.3227 eV
E_HOMO: -10.25 eV

ORCA input file:
```
! RIJCOSX wB97M-V def2-TZVPD def2/J DEFGRID3
* xyz 0 1
C -1.9960 0.2277 -1.4001
C -1.0567 0.1912 -0.6447
C 0.1421 0.2239 0.2256
C -0.2012 -0.0773 1.7017
O 0.7518 1.5040 0.1200
C 1.1868 -0.7646 -0.3213
O 1.5688 -0.4823 -1.6385
H -2.8354 0.2747 -2.0598
H 0.4105 -0.8897 2.1109
H -1.2542 -0.3201 1.8659
H 0.0434 0.8300 2.2571
H 0.0539 2.1701 0.1725
H 0.8033 -1.7924 -0.2138
H 2.0845 -0.6656 0.2972
H 0.7638 -0.4288 -2.1718
*
```